1.
The following is a DFT calculation (wB97M-V/def2-TZVPD) of 2 unconnected molecules or ions with the total composition C7H11NO.

**SMILES**: CC#[N+][O-].C=C=C(C)C
**Frontier orbital gap**: 9.738 eV
**Energy above the lowest of the compared OMol25 structures with the same formula, charge and spin**: 134.5 kcal per mole
**Lowest unoccupied orbital energy**: 0.027 hartree
**M**: 125.17 g mol⁻¹

The geometry in ORCA input format:
```
! RIJCOSX wB97M-V def2-TZVPD def2/J DEFGRID3
* xyz 0 1
C 1.4947 -3.0891 -1.7572
C 0.2358 -2.6971 -1.3249
N -0.8456 -2.3866 -1.1063
O -1.9425 -1.9258 -0.8538
H 2.2290 -2.3439 -1.1808
H 1.8556 -3.0171 -2.8523
H 1.7849 -4.1338 -1.4312
C 1.2321 -0.5850 0.5611
C 0.3321 0.3934 0.4972
C -0.6268 1.2706 0.7178
C -1.9353 1.2547 -0.1391
C -0.5166 2.5845 1.5032
H 1.1281 -1.3634 1.2553
H 2.0614 -0.7617 -0.0378
H -2.7214 1.7512 0.3800
H -2.0574 0.2369 -0.3674
H -1.6888 1.7797 -1.0226
H 0.4816 2.8162 1.7252
H -1.1882 2.5728 2.3009
H -0.9026 3.3328 0.8369
*
```


2.
The following is a DFT calculation (wB97M-V/def2-TZVPD) of 2 unconnected molecules or ions with the total composition C5H6N.

**Frontier orbital gap**: 8.437 eV
**Energy above the lowest of the compared OMol25 structures with the same formula, charge and spin**: 152.5 kcal per mole
**Lowest unoccupied orbital energy**: -0.173 hartree
**M**: 80.11 g mol⁻¹

The geometry in ORCA input format:
```
! RIJCOSX wB97M-V def2-TZVPD def2/J DEFGRID3
* xyz 1 1
C -0.2459 -0.7660 -1.1476
C 0.8104 -1.6678 -1.0141
C 0.0996 2.1196 0.3228
C -0.1978 -0.0191 0.1600
C 0.3986 -1.4816 0.3101
N -0.0532 2.5101 1.4245
H -1.0009 -0.9260 -1.8786
H -0.1466 -1.9525 1.1492
H 0.4261 2.3973 -0.6792
H -1.1968 0.2770 0.4815
H 1.2371 -2.5686 -1.5357
H -0.1306 2.0776 2.4072
*
```


3.
The following is a DFT calculation (wB97M-V/def2-TZVPD) of 2 unconnected molecules or ions with the total composition C4H12S2.

**SMILES**: CCC.CSS
**Frontier orbital gap**: 8.699 eV
**Energy above the lowest of the compared OMol25 structures with the same formula, charge and spin**: 14.5 kcal per mole
**Lowest unoccupied orbital energy**: 0.025 hartree
**M**: 124.27 g mol⁻¹

The geometry in ORCA input format:
```
! RIJCOSX wB97M-V def2-TZVPD def2/J DEFGRID3
* xyz 0 1
C 0.0255 -1.0681 1.5684
C -0.1385 0.4105 1.3122
C -1.6296 0.8066 1.2711
H 1.0832 -1.3630 1.5399
H -0.2306 -1.2857 2.5914
H -0.4535 -1.6679 0.7979
H 0.2879 0.9588 2.1591
H 0.2918 0.8541 0.4198
H -2.0912 0.5949 0.3093
H -1.8094 1.8256 1.5997
H -2.1352 0.2104 2.0347
C 2.0012 -0.3978 -2.1913
S 0.2380 -0.5866 -1.7911
S -0.6141 0.9921 -2.7494
H 2.0369 -0.2002 -3.2580
H 2.4740 0.3352 -1.5428
H 2.4491 -1.3611 -1.9698
H -1.7855 0.9422 -2.1010
*
```


4.
The following is a DFT calculation (wB97M-V/def2-TZVPD) of 15 unconnected molecules or ions with the total composition C36H108N6O21.

**Frontier orbital gap**: 8.533 eV
**Energy above the lowest of the compared OMol25 structures with the same formula, charge and spin**: 123.2 kcal per mole
**Lowest unoccupied orbital energy**: 0.005 hartree
**M**: 961.28 g mol⁻¹

The geometry in ORCA input format:
```
! RIJCOSX wB97M-V def2-TZVPD def2/J DEFGRID3
* xyz 0 1
C -13.8984 21.1040 -16.5347
O -15.1124 21.4322 -15.8762
C -15.0031 21.7115 -14.4886
C -15.1755 20.3274 -13.7757
N -13.9910 20.0069 -12.9333
C -14.0338 20.7599 -11.6589
C -12.6763 20.7644 -10.9845
O -11.8941 21.7526 -11.6104
C -10.5969 22.0562 -11.0041
H -13.1604 21.9016 -16.6198
H -14.2309 21.0207 -17.5694
H -13.5290 20.1114 -16.2769
H -15.7369 22.4054 -14.0784
H -14.1254 22.2938 -14.2080
H -15.2813 19.4664 -14.4356
H -16.0265 20.3101 -13.0948
H -13.1826 20.2115 -13.5031
H -14.8382 20.4913 -10.9740
H -14.3946 21.7687 -11.8595
H -12.1966 19.8047 -11.1764
H -12.7488 21.0304 -9.9299
H -9.9526 21.2085 -10.7707
H -10.7053 22.6736 -10.1124
H -9.9356 22.6020 -11.6770
C -9.8720 22.1974 -0.6984
O -10.2902 21.1596 0.1836
C -9.2748 20.5674 1.0327
C -9.8314 19.5704 2.0988
N -10.8320 20.1546 2.9513
C -11.9332 19.2911 3.2848
C -13.1612 20.0753 3.8536
O -14.0940 20.6500 2.9282
C -15.3311 21.1654 3.4139
H -10.5054 22.3435 -1.5732
H -8.9577 22.0067 -1.2604
H -9.7261 23.1590 -0.2064
H -8.7352 21.4344 1.4136
H -8.6988 19.8628 0.4327
H -8.9299 19.2686 2.6320
H -10.3107 18.7133 1.6257
H -11.1803 20.9710 2.4693
H -11.5209 18.4867 3.8939
H -12.3113 19.0128 2.3011
H -12.7475 20.7887 4.5663
H -13.7976 19.5447 4.5618
H -16.0274 21.7529 2.8154
H -14.9835 21.8259 4.2083
H -15.8747 20.4006 3.9686
C -11.7855 14.7351 -5.8034
O -10.5915 15.0931 -5.1237
C -10.1328 14.1331 -4.2093
C -8.7138 14.5144 -3.6418
N -7.6696 14.0412 -4.5544
C -6.3823 14.1618 -3.7691
C -5.2550 13.3572 -4.4558
O -5.5331 11.9526 -4.2286
C -4.6133 11.1214 -4.8947
H -11.6971 13.6916 -6.1057
H -11.8965 15.3243 -6.7137
H -12.6075 14.8804 -5.1025
H -10.0317 13.2197 -4.7954
H -10.8288 14.0567 -3.3739
H -8.6360 14.1136 -2.6312
H -8.7964 15.5984 -3.5625
H -7.8885 13.1003 -4.8494
H -6.3849 13.9694 -2.6962
H -6.0398 15.1913 -3.6648
H -4.3122 13.6809 -4.0150
H -5.3357 13.5468 -5.5262
H -4.4502 11.3361 -5.9508
H -5.0016 10.1029 -4.9016
H -3.6546 11.1012 -4.3764
C -17.7781 24.2603 -8.0773
O -18.2447 23.2367 -7.1901
C -19.6553 22.7926 -7.3224
C -20.0986 22.1712 -6.0646
N -19.2066 20.9613 -5.8243
C -19.4066 20.5251 -4.4526
C -20.8989 20.2903 -4.0164
O -21.6595 21.4588 -3.6225
C -22.9872 21.4091 -3.1727
H -18.0122 23.8469 -9.0583
H -16.6962 24.3623 -7.9926
H -18.2039 25.2593 -7.9832
H -19.7028 22.0421 -8.1114
H -20.3472 23.4724 -7.8198
H -21.1536 21.9135 -6.1569
H -19.9408 22.8303 -5.2109
H -18.2981 21.3706 -5.6594
H -18.8661 21.2003 -3.7894
H -18.9872 19.5199 -4.4113
H -20.9326 19.5616 -3.2064
H -21.4128 19.8090 -4.8485
H -23.3601 22.3241 -2.7125
H -23.0307 20.6407 -2.4008
H -23.5558 21.1336 -4.0609
C -6.3723 17.8965 -12.0949
O -7.5514 18.2998 -12.8552
C -7.4116 18.2104 -14.2288
C -8.7772 18.6760 -14.9411
N -8.9302 20.1006 -14.9542
C -7.8858 20.8737 -15.7048
C -8.2443 22.3768 -15.7721
O -7.2595 23.3164 -16.1480
C -7.0107 23.4261 -17.5003
H -6.6260 17.6107 -11.0741
H -5.7871 18.7876 -11.8677
H -5.5989 17.2528 -12.5140
H -7.1193 17.2173 -14.5699
H -6.5430 18.6766 -14.6940
H -9.6426 18.2244 -14.4562
H -8.8456 18.5055 -16.0155
H -8.8980 20.4934 -14.0243
H -7.6696 20.6550 -16.7505
H -6.8967 20.7960 -15.2535
H -8.5624 22.7396 -14.7947
H -9.0851 22.4436 -16.4625
H -6.8054 22.5064 -18.0480
H -6.1456 24.0481 -17.7298
H -7.8656 23.8817 -17.9999
C -3.3042 5.4451 2.1215
O -3.0691 4.5067 3.1294
C -4.2745 3.8191 3.5537
C -3.9978 2.9786 4.7493
N -2.7240 2.1998 4.7352
C -2.4556 1.4972 5.9708
C -1.1279 0.7944 5.9370
O 0.0112 1.7102 6.1298
C 1.2290 0.9031 6.0033
H -2.3931 5.9949 1.8854
H -4.0505 6.0975 2.5748
H -3.7919 4.9812 1.2641
H -4.4778 3.0792 2.7795
H -5.0850 4.5305 3.7123
H -4.9233 2.4267 4.9137
H -4.1374 3.5701 5.6541
H -2.0333 2.8424 4.3744
H -3.3004 0.8788 6.2740
H -2.4758 2.3151 6.6911
H -1.0986 0.2914 4.9705
H -1.0951 -0.0230 6.6573
H 1.2921 0.2728 6.8904
H 2.0287 1.6294 5.8587
H 1.2395 0.4166 5.0280
O -13.6284 15.1829 -11.5448
H -13.5446 16.0646 -11.9079
H -12.9556 15.1382 -10.8654
O -12.3192 9.8699 -9.4324
H -12.1309 10.8083 -9.4463
H -12.9212 9.7568 -8.6968
O -3.1991 4.8191 -8.8318
H -2.6341 5.3921 -9.3501
H -3.8183 4.4560 -9.4650
O -6.5816 5.3217 -5.6737
H -6.8887 4.4290 -5.5155
H -5.9619 5.2374 -6.3983
O -13.0502 19.6301 -2.8438
H -12.6479 19.4019 -3.6818
H -12.4311 20.2368 -2.4377
O -12.3993 8.4620 -2.5634
H -12.7590 9.1988 -3.0575
H -11.4641 8.6539 -2.4932
O -7.8146 9.1399 -3.5166
H -6.9573 9.5622 -3.4625
H -7.6530 8.3299 -4.0004
O 0.7546 15.3709 -6.0648
H -0.0715 15.8269 -5.9040
H 1.2201 15.4160 -5.2297
O -10.1693 14.1761 -9.0361
H -10.0477 14.4054 -8.1147
H -9.4759 14.6503 -9.4950
*
```


5.
The following is a DFT calculation (wB97M-V/def2-TZVPD) of a molecular structure, C34H37ClGaIN3O4P2.

**Frontier orbital gap**: 6.719 eV
**Lowest unoccupied orbital energy**: -0.131 hartree
**M**: 845.71 g mol⁻¹

The geometry in ORCA input format:
```
! RIJCOSX wB97M-V def2-TZVPD def2/J DEFGRID3
* xyz 1 1
Ga -0.2907 0.8800 0.6979
Cl -6.2556 3.4671 2.9395
C -4.8291 3.0898 2.0379
C -4.5537 3.7803 0.8885
C -3.3838 3.5092 0.1642
I -2.9127 4.5704 -1.5774
C -2.4926 2.5339 0.5620
O -1.3593 2.2771 -0.0598
C -2.8429 1.7478 1.6942
N -2.0286 0.6982 1.9696
C -2.2183 0.0130 3.0772
C -3.2471 0.3167 3.9742
C -4.1315 1.3192 3.6736
C -3.9699 2.0591 2.4860
H -5.2324 4.5507 0.5507
H -1.5415 -0.8093 3.2681
H -3.3354 -0.2481 4.8907
H -4.9450 1.5615 4.3435
C -0.2910 1.2895 -3.0143
P -0.7071 0.0454 -1.7479
C 0.5788 -1.2247 -2.0784
N 0.7266 -1.6410 -3.3152
C 1.6511 -2.5889 -3.5756
C 1.8080 -3.0836 -4.8894
C 2.7373 -4.0535 -5.1308
C 3.5425 -4.5674 -4.0876
C 3.4194 -4.1026 -2.8104
C 2.4704 -3.0951 -2.5293
N 2.3578 -2.5991 -1.2798
C 1.4305 -1.7002 -1.0425
P 1.3730 -0.9849 0.6433
C 3.0587 -0.3259 0.8045
C 1.1575 -2.3883 1.8607
C 2.2033 -3.4925 1.7269
C 1.2405 -1.7534 3.2544
C -0.2471 -2.9416 1.5941
C -2.3481 -0.7142 -2.2642
C -3.3891 0.3926 -2.0559
C -2.4021 -1.2049 -3.7082
C -2.6109 -1.8658 -1.2899
H -0.3173 0.8238 -3.9973
H 0.7145 1.6652 -2.8229
H -1.0003 2.1145 -2.9506
H 1.1768 -2.6835 -5.6715
H 2.8645 -4.4425 -6.1323
H 4.2675 -5.3382 -4.3126
H 4.0246 -4.4880 -2.0008
H 3.7772 -1.1244 0.6249
H 3.1838 0.1023 1.7978
H 3.1944 0.4652 0.0671
H 3.2052 -3.1243 1.9502
H 2.2097 -3.9299 0.7350
H 1.9680 -4.2770 2.4505
H 2.2661 -1.4677 3.4917
H 0.9089 -2.4692 4.0089
H 0.6221 -0.8583 3.3251
H -0.3033 -3.4182 0.6128
H -0.9945 -2.1431 1.6287
H -0.5063 -3.6881 2.3461
H -3.2510 1.2107 -2.7638
H -3.3389 0.7999 -1.0435
H -4.3898 -0.0170 -2.2064
H -2.2625 -0.3905 -4.4190
H -3.3919 -1.6312 -3.8907
H -1.6620 -1.9705 -3.9079
H -2.5796 -1.5139 -0.2544
H -1.8766 -2.6665 -1.4091
H -3.6001 -2.2868 -1.4762
O 1.4676 2.2904 0.0649
C 2.1850 3.1568 0.8888
C 3.2118 3.9167 0.3520
C 3.9759 4.7257 1.1783
C 3.7115 4.7868 2.5384
C 2.6633 4.0515 3.0651
C 1.8855 3.2408 2.2483
C 0.7519 2.4422 2.8156
O -0.0136 2.8544 3.6510
O 0.6683 1.2443 2.2521
H 1.4374 2.6569 -0.8261
H 3.4243 3.8675 -0.7106
H 4.7861 5.3024 0.7529
H 4.3163 5.4091 3.1833
H 2.4295 4.0849 4.1210
*
```


6.
The following is a DFT calculation (wB97M-V/def2-TZVPD) of a molecular structure, C16H15CsF4N3O2.

**Frontier orbital gap**: 5.961 eV
**Energy above the lowest of the compared OMol25 structures with the same formula, charge and spin**: 0.0 kcal per mole
**Lowest unoccupied orbital energy**: 0.077 hartree
**M**: 490.21 g mol⁻¹

The geometry in ORCA input format:
```
! RIJCOSX wB97M-V def2-TZVPD def2/J DEFGRID3
* xyz -1 1
Cs -1.2943 -0.0067 -0.6254
C 2.6104 0.0531 -0.7839
N 1.7075 0.8130 -1.6290
C 1.9136 0.4799 -3.0289
C 1.8093 2.2488 -1.4309
C 1.7180 2.7125 0.0168
N 0.5396 2.1716 0.6821
C 0.2331 2.6830 1.8691
C -0.9164 2.1699 2.5484
F -1.5989 1.1490 1.9647
C -1.3882 2.6367 3.7456
F -2.5034 2.0744 4.2631
C -0.7661 3.6623 4.4386
C 0.3773 4.1625 3.8410
F 1.0529 5.1519 4.4737
C 0.8715 3.7103 2.6411
F 2.0296 4.2817 2.2031
H 3.6668 0.3276 -0.9469
H 2.4901 -1.0087 -1.0082
H 2.3571 0.2174 0.2627
H 2.9336 0.7338 -3.3655
H 1.2038 1.0374 -3.6419
H 1.7449 -0.5870 -3.1811
H 0.9827 2.7093 -1.9833
H 2.7549 2.6563 -1.8385
H 1.6936 3.8068 -0.0242
H 2.6377 2.4268 0.5465
H -1.1259 4.0509 5.3774
O -4.5301 -2.3899 -0.9315
C -3.4309 -2.3298 -1.4990
O -2.9391 -1.4313 -2.2199
C -2.5257 -3.5527 -1.2836
C -3.0789 -4.8312 -1.3171
C -2.2541 -5.9246 -1.1580
C -0.8997 -5.7113 -0.9238
C -0.4448 -4.4075 -0.8692
N -1.2255 -3.3425 -1.0648
H -4.1451 -4.9335 -1.4634
H -2.6404 -6.9358 -1.2042
H -0.2211 -6.5419 -0.7817
H 0.6005 -4.1925 -0.6699
*
```


7.
The following is a DFT calculation (wB97M-V/def2-TZVPD) of a gas-phase ion, C5H11ClN3O (charge +1).

**⟨S²⟩**: 2.010
**Frontier orbital gap (alpha / beta)**: 7.998 / 4.597 eV
**Lowest unoccupied orbital energy (alpha / beta)**: -0.102 / -0.342 hartree
**M**: 164.62 g mol⁻¹

The geometry in ORCA input format:
```
! RIJCOSX wB97M-V def2-TZVPD def2/J DEFGRID3
* xyz 1 3
C -0.0851 1.4806 -0.8383
C -2.2569 0.4494 -0.8663
C -1.8238 2.2362 0.6548
C 0.7292 -1.8573 -0.6878
C 1.2714 -0.5418 1.3483
N 0.6943 0.4606 -0.5642
N -1.4803 1.3505 -0.4058
N 0.4320 -0.7204 0.1600
O 0.2566 2.4619 -1.4189
Cl -3.7378 0.0969 -0.1564
H 1.7601 0.5790 -0.7588
H -1.2661 2.2043 1.5318
H -1.6515 3.3407 0.2994
H -2.8832 2.1026 0.7801
H 0.2368 -1.8604 -1.7230
H 1.8520 -1.8533 -1.0187
H 0.4185 -2.7695 -0.1483
H 1.1567 -1.4000 2.0792
H 2.2493 -0.6541 1.0568
H 1.0229 0.4408 1.6736
H -2.1260 -0.1024 -1.7345
*
```


8.
The following is a DFT calculation (wB97M-V/def2-TZVPD) of 5 unconnected molecules or ions with the total composition C26H56N6O12.

**SMILES**: CC(C)=N[C@@]1(CN)[C@H](CN)C(=O)N[C@]1(N=C=O)ON=O.COCCOC.COCCOC.COCCOC.COCCOC
**Frontier orbital gap**: 7.537 eV
**Lowest unoccupied orbital energy**: -0.035 hartree
**M**: 644.76 g mol⁻¹

The geometry in ORCA input format:
```
! RIJCOSX wB97M-V def2-TZVPD def2/J DEFGRID3
* xyz 0 1
C -2.6523 1.1918 -3.6114
C -2.6154 -0.0535 -2.4964
C -4.0145 -0.9697 -2.4567
N -1.5245 -0.3336 -1.7116
C -1.6268 0.3003 -0.3369
C -1.5599 1.9644 -0.4815
N -0.3595 2.4484 -1.2639
C -2.7543 -0.2877 0.7326
C -3.5792 0.8011 1.6728
N -4.8792 0.2657 2.2370
C -1.9703 -1.4360 1.6614
O -2.2839 -1.9269 2.8630
N -0.7806 -1.7285 0.7416
C -0.2726 -0.3129 0.4003
N 0.7611 -0.4926 -0.6874
C 1.9314 -1.0708 -0.1764
O 3.2289 -1.0596 0.2394
O 0.1124 0.1839 1.7280
N 0.7911 1.3426 1.6710
O 0.4547 2.1059 2.5830
H -1.5634 1.4163 -4.0028
H -3.3769 0.8319 -4.4828
H -3.1718 2.1459 -3.1284
H -4.3451 -1.2936 -3.5425
H -4.8410 -0.3257 -1.8976
H -3.7679 -1.9102 -1.7763
H -1.4969 2.3713 0.6241
H -2.5227 2.3650 -1.0355
H -0.3310 2.0759 -2.2384
H 0.5500 2.1930 -0.8214
H -3.6423 -0.9341 0.3085
H -3.8409 1.8031 1.1130
H -2.9153 1.1165 2.6100
H -4.8050 -0.0029 3.2439
H -5.3017 -0.4836 1.6474
H -0.9656 -2.3494 -0.0802
C -8.6616 0.0959 -1.7667
O -7.9786 0.6223 -0.6342
C -8.4819 1.9028 -0.2416
C -9.4371 1.7870 0.9512
O -10.6258 1.0723 0.6002
C -10.5861 -0.2860 1.0261
H -8.4350 -0.9704 -1.8395
H -9.7466 0.2144 -1.6841
H -8.3079 0.5936 -2.6743
H -8.9669 2.4051 -1.0881
H -7.6192 2.5075 0.0574
H -9.7458 2.7941 1.2517
H -8.9393 1.3180 1.8115
H -10.7906 -0.3393 2.0984
H -9.6226 -0.7598 0.8106
H -11.3671 -0.8344 0.4932
C 6.5851 -5.6142 1.2425
O 6.2957 -4.3565 1.8432
C 5.2744 -3.6405 1.1423
C 3.9159 -3.7786 1.8380
O 3.4433 -5.1285 1.7965
C 3.6777 -5.8215 3.0183
H 7.1465 -6.2167 1.9604
H 5.6755 -6.1586 0.9699
H 7.2015 -5.4636 0.3514
H 5.2176 -3.9699 0.0970
H 5.5644 -2.5845 1.1457
H 3.1836 -3.1662 1.3011
H 3.9639 -3.4135 2.8736
H 2.9371 -5.5145 3.7610
H 4.6858 -5.6449 3.4081
H 3.5628 -6.8923 2.8314
C 11.9537 -1.3777 2.8510
O 10.7728 -1.5306 3.6310
C 9.6544 -1.9580 2.8477
C 9.4085 -3.4632 2.9976
O 10.4892 -4.2254 2.4512
C 11.3864 -4.6887 3.4553
H 12.8093 -1.3305 3.5287
H 12.1031 -2.2156 2.1628
H 11.9021 -0.4438 2.2838
H 9.7915 -1.6837 1.7940
H 8.7772 -1.4203 3.2226
H 8.5100 -3.7295 2.4307
H 9.2339 -3.7318 4.0489
H 10.9496 -5.5499 3.9672
H 11.6288 -3.9097 4.1859
H 12.3122 -5.0041 2.9674
C -2.2707 4.9086 -5.4943
O -2.2881 4.9203 -4.0710
C -1.0693 5.4234 -3.5156
C -1.2138 6.8860 -3.0815
O -1.4294 7.7449 -4.2054
C -2.8020 8.0869 -4.3694
H -3.2970 4.7897 -5.8494
H -1.8667 5.8379 -5.9081
H -1.6755 4.0619 -5.8484
H -0.2409 5.3024 -4.2251
H -0.8456 4.8159 -2.6324
H -0.2785 7.2052 -2.6093
H -2.0191 7.0007 -2.3425
H -3.0765 8.8566 -3.6437
H -3.4616 7.2203 -4.2548
H -2.9356 8.4914 -5.3760
*
```